Record 1
Below is a cluster of 5 separate species, C32H53BrF3N3O11S3 in total, with properties calculated with ωB97M-V with the def2-TZVPD basis set.

Last column: Löwdin charge in e.
CARTESIAN COORDINATES (ANGSTROEM)
C -3.12389 4.09407 -3.86804  -0.04
C -1.69153 4.57098 -3.60999  -0.21
O -0.79977 3.47815 -3.82221  -0.19
C 0.48372 3.82617 -4.27572  -0.17
C 1.58860 2.96648 -3.64348  -0.45
O 2.78666 3.62936 -3.96187  -0.08
C 1.71588 1.47299 -4.18089  -0.50
Br 3.66832 0.99224 -4.07213  0.94
C 1.49773 1.48952 -5.71565  -0.19
C 0.10454 1.59317 -6.34741  -0.23
O -0.50874 0.32557 -6.56903  -0.06
C 0.91154 0.43469 -3.32058  -0.23
C -0.60692 0.63821 -3.60890  -0.08
C -1.57375 0.46275 -2.44458  -0.09
C -3.00468 0.54934 -2.90293  -0.51
N -3.48950 -0.44755 -3.76363  0.16
O -3.70603 1.44068 -2.53899  0.07
C 1.23389 -1.03819 -3.66434  -0.60
F 2.36916 -1.49269 -3.12888  0.11
F 1.29377 -1.24899 -4.98085  0.16
F 0.25640 -1.84598 -3.19992  0.15
C 1.29134 0.65021 -1.83782  -0.27
C 0.96743 -0.40471 -0.78628  -0.12
C 1.81477 -0.13836 0.47316  -0.22
C 1.29225 -0.91833 1.67504  -0.46
S 1.58520 -2.69277 1.50173  0.90
C 3.33393 -2.80740 1.25478  -1.07
S 4.40937 -2.14178 2.25493  0.74
N 3.70708 -3.49682 0.09842  -0.15
C 4.83957 -3.30866 -0.67261  -0.08
C 4.73005 -4.21426 -1.69600  -0.14
N 3.58532 -4.96677 -1.56998  0.07
C 2.98705 -4.51338 -0.49894  -0.18
O 0.64039 1.86266 -1.36486  -0.19
S 1.42121 3.15319 -1.81459  0.69
O 2.72780 3.23818 -1.23555  -0.23
O 0.58146 4.26772 -1.48307  -0.24
H -3.44463 4.41636 -4.85660  0.07
H -3.80222 4.56638 -3.16292  0.08
H -3.19248 3.01593 -3.77983  0.04
H -1.45905 5.38571 -4.29347  0.12
H -1.59906 4.89205 -2.57554  0.11
H 0.54037 3.79997 -5.36296  0.13
H 0.70642 4.85806 -3.99847  0.14
H 2.78276 4.50811 -3.56420  0.12
H 2.08175 2.33087 -6.08665  0.11
H 1.98828 0.62462 -6.14444  0.09
H -0.58892 2.23247 -5.81371  0.10
H 0.24278 2.07312 -7.31893  0.13
H -0.47500 0.12681 -7.50485  0.09
H -0.87412 -0.04880 -4.40682  0.11
H -0.78816 1.62170 -4.01252  0.09
H -1.48090 -0.49156 -1.93690  0.12
H -1.47978 1.27945 -1.74547  0.10
H -2.83086 -1.21290 -3.83337  0.09
H -3.69116 -0.07471 -4.68154  0.10
H 2.36430 0.81076 -1.73318  0.11
H 1.19168 -1.41461 -1.10139  0.10
H -0.07111 -0.37840 -0.47166  0.10
H 1.81276 0.92274 0.72017  0.12
H 2.84247 -0.42491 0.24984  0.10
H 0.20720 -0.83720 1.72745  0.07
H 1.69952 -0.54208 2.60869  0.07
H 5.60469 -2.59215 -0.45024  0.10
H 5.41065 -4.35637 -2.51565  0.10
H 2.05991 -4.88920 -0.10798  0.11
C -2.24980 -4.25947 4.27957  -0.02
C -1.10426 -3.30316 4.51358  -0.50
O -1.16454 -2.14796 4.15272  0.05
C 0.10980 -3.85123 5.21349  -0.03
H -3.05951 -3.74338 3.76865  0.08
H -1.91650 -5.09707 3.66522  0.09
H -2.61624 -4.64373 5.23252  0.09
H 0.53717 -4.67004 4.63286  0.09
H -0.15537 -4.21847 6.20416  0.07
H 0.85402 -3.06558 5.31598  0.08
C -4.59741 1.48538 0.51486  -0.02
C -3.55671 0.52896 1.04068  -0.48
O -2.60981 0.17529 0.36624  0.04
C -3.72985 0.04114 2.45605  0.00
H -4.34829 1.76452 -0.50484  0.05
H -5.58503 1.02115 0.53123  0.09
H -4.60794 2.37877 1.14363  0.08
H -4.67905 -0.49001 2.55158  0.09
H -3.73048 0.89046 3.14121  0.08
H -2.91089 -0.62435 2.71990  0.07
C 2.74304 -2.74631 8.98766  -0.02
C 1.82176 -3.94004 8.92080  -0.50
O 1.65052 -4.54927 7.89124  0.06
C 1.12463 -4.33540 10.20035  -0.02
H 3.17855 -2.56794 8.00748  0.08
H 2.18619 -1.86138 9.29945  0.09
H 3.54211 -2.93020 9.70735  0.09
H 0.50585 -3.51154 10.55920  0.08
H 1.86109 -4.58093 10.96679  0.08
H 0.49520 -5.20314 10.01853  0.08
C -0.68834 2.82672 3.13589  0.00
C -1.88540 2.94205 2.22161  -0.47
O -2.99830 3.13123 2.65822  0.05
C -1.62140 2.80246 0.74557  -0.01
H -1.00576 2.94136 4.16977  0.08
H -0.21885 1.84872 3.01195  0.08
H 0.04146 3.60126 2.89422  0.09
H -1.19241 1.82231 0.53277  0.07
H -0.93531 3.57799 0.40235  0.08
H -2.56163 2.89892 0.20434  0.08

As for the LUMO energy: -0.75 eV. The strongest force on any atom is 1.700 eV Å⁻¹. Its HOMO-LUMO gap is 8.11 eV. The multiplicity is 1. As for the total charge: 0. As for the energy: -6311.170018 Eh.

Record 2
Below is a structure of composition C14H10ClF9MgO, with properties calculated with ωB97M-V with the def2-TZVPD basis set.

Last column: Löwdin charge in e.
CARTESIAN COORDINATES (ANGSTROEM)
C -2.17590 1.04079 0.45315  -0.21
C -1.13653 1.99696 0.62441  -0.22
C -0.24813 1.50732 1.62808  -0.22
H -1.07876 2.96588 0.13119  0.10
C -0.74804 0.26036 2.09485  -0.19
C -1.94265 -0.02613 1.37577  -0.22
H -2.62236 -0.84909 1.55380  0.07
H -3.02064 1.12340 -0.21664  0.08
H 0.59562 2.05146 2.05469  0.10
H -0.36203 -0.30624 2.94455  0.09
Mg -0.21410 -0.05968 -0.24132  0.41
Cl 1.58056 1.04351 -0.98272  -0.01
C 4.53558 2.50686 -0.29979  -0.27
C 4.68942 2.29659 1.10457  -0.24
C 4.05218 3.38128 1.78640  -0.24
H 5.21534 1.46736 1.57015  0.04
C 3.51027 4.26458 0.79940  -0.24
C 3.81295 3.72436 -0.48854  -0.25
H 3.54651 4.16428 -1.44564  0.04
H 4.89376 1.85111 -1.08769  0.04
H 4.00588 3.52127 2.86330  0.03
H 2.98228 5.19479 0.99252  0.03
F 0.07201 -4.17909 -1.30783  0.14
C -1.13080 -4.07451 -0.68814  -0.49
F -1.84193 -5.19608 -0.99323  0.12
F -0.89972 -4.06774 0.64722  0.14
C -1.84677 -2.70347 -1.07668  -0.29
O -1.07706 -1.67771 -0.67117  -0.18
C -2.06039 -2.63232 -2.63396  -0.49
F -2.67730 -3.73679 -3.14173  0.12
F -2.82380 -1.54202 -2.93626  0.13
F -0.88259 -2.47605 -3.28384  0.15
C -3.33111 -2.71270 -0.43525  -0.47
F -4.09780 -3.71009 -0.94269  0.13
F -3.29736 -2.87697 0.91866  0.12
F -3.97661 -1.53547 -0.66958  0.13

As for the LUMO energy: 4.78 eV. The strongest force on any atom is 2.472 eV Å⁻¹. Its HOMO-LUMO gap is 4.71 eV. The multiplicity is 1. As for the total charge: -2. For the relative energy (zero: lowest compared OMol25 entry of this formula, charge and spin), the calculation gives 0.0 kJ/mol. As for the energy: -2173.934268 Eh.

Record 3
Below is a cluster of 2 separate species, C7H13NO in total, with properties calculated with ωB97M-V with the def2-TZVPD basis set.

Last column: Löwdin charge in e.
CARTESIAN COORDINATES (ANGSTROEM)
C -0.45615 -0.52633 0.78759  -0.45
C -0.48864 -2.00517 0.41398  -0.06
C 0.83949 -0.01920 1.05446  0.06
C -1.48654 -0.16182 1.87121  -0.05
N -0.70192 1.44600 -0.94401  0.09
C -1.28710 0.34301 -0.67709  -0.47
C 1.51438 1.42355 -1.11769  -0.13
C 1.99622 0.79113 -2.18307  -0.06
O -2.29777 -0.25444 -0.97341  0.06
H -0.82555 1.80138 -1.88387  0.09
H 1.57718 2.49021 -0.94849  0.08
H 0.27079 -2.24757 -0.33131  0.09
H -0.31574 -2.62505 1.29724  0.09
H -1.45882 -2.26773 -0.00098  0.08
H 0.95996 0.82885 1.72020  0.11
H 1.29892 0.80889 -0.14605  0.01
H 1.71233 -0.65477 0.94634  0.11
H -1.47908 0.90733 2.08746  0.09
H -2.48319 -0.43569 1.52717  0.08
H -1.27430 -0.70707 2.79302  0.09
H 2.46769 1.34651 -2.98493  0.05
H 1.91785 -0.28202 -2.30778  0.05

As for the LUMO energy (spin up / spin down): -1.16 / -1.17 eV. The strongest force on any atom is 2.016 eV Å⁻¹. Its HOMO-LUMO gap (spin up / spin down) is 7.12 / 7.12 eV. The multiplicity is 1. As for the total charge: 0. For the relative energy (zero: lowest compared OMol25 entry of this formula, charge and spin), the calculation gives 506.9 kJ/mol. As for the energy: -404.334393 Eh.

Record 4
Below is the molecule C5H9IO, with properties calculated with ωB97M-V with the def2-TZVPD basis set.

Last column: Löwdin charge in e.
CARTESIAN COORDINATES (ANGSTROEM)
C -0.12980 0.27161 -0.11556  -0.40
C -1.92963 -1.77856 -0.25561  -0.14
C 1.32577 2.25894 -0.03507  -0.17
C -0.48800 -1.49748 0.05394  -0.17
C 1.11401 0.84557 0.48296  -0.72
O -0.93488 0.93094 -0.70129  0.09
I 2.83875 -0.40750 0.07511  0.83
H -2.15424 -1.55752 -1.29711  0.07
H -2.13183 -2.83508 -0.07467  0.07
H -2.59459 -1.18953 0.37337  0.07
H 1.42154 2.25332 -1.12115  0.08
H 2.21249 2.71735 0.39655  0.07
H 0.45346 2.86357 0.21458  0.08
H 0.18955 -1.97390 -0.64591  0.06
H -0.21108 -1.73719 1.07738  0.08
H 1.01848 0.83547 1.57247  0.09

As for the LUMO energy: 0.17 eV. The strongest force on any atom is 4.361 eV Å⁻¹. Its HOMO-LUMO gap is 9.50 eV. The multiplicity is 1. As for the total charge: 0. For the relative energy (zero: lowest compared OMol25 entry of this formula, charge and spin), the calculation gives 6.9 kJ/mol. As for the energy: -568.822401 Eh.

Record 5
Below is a cluster of 3 separate species, C20H40ClN4O6S2 in total, with properties calculated with ωB97M-V with the def2-TZVPD basis set.

Last column: Löwdin charge in e.
CARTESIAN COORDINATES (ANGSTROEM)
C -1.09571 -1.85026 0.78028  -0.13
C -0.17513 -3.17085 0.91765  -0.63
Cl -1.28657 -4.46468 1.67285  0.53
C 1.14762 -2.92371 1.83612  -0.17
C 2.44189 -2.91916 0.89217  -0.30
C 3.83635 -2.71684 1.66022  -0.08
N 3.91996 -1.29208 2.12646  0.04
C 3.87860 -0.27481 0.98133  -0.19
C 4.04286 1.16471 1.68118  -0.13
C 2.66885 1.93222 1.94742  -0.26
N 1.79942 1.23503 2.95680  -0.01
C 2.47977 -0.51670 0.23727  -0.24
C 2.22941 0.38433 -1.05481  -0.10
C 3.02741 1.63516 -1.48343  -0.01
C 2.57362 2.35461 -2.77918  -0.11
N 1.49760 2.00030 -3.63930  0.02
C 0.80389 0.81643 -3.24702  -0.09
C 1.06061 -0.06636 -2.00637  0.02
N 2.39332 -1.95251 -0.24537  0.00
H -0.80421 -1.07335 1.58580  0.08
H -2.20234 -2.15536 0.86828  0.07
H -0.99208 -1.31532 -0.22175  0.06
H 0.17974 -3.57551 -0.09788  0.11
H 1.00700 -1.95883 2.42842  0.10
H 1.20576 -3.82234 2.53646  0.11
H 2.49187 -3.97192 0.41325  0.17
H 3.78856 -3.36527 2.61824  0.15
H 4.76057 -2.99763 1.05515  0.15
H 4.72986 -1.12958 2.75449  0.18
H 3.04872 -1.10589 2.67889  0.16
H 4.78047 -0.55430 0.31398  0.18
H 4.79623 1.76358 1.04223  0.12
H 4.58203 1.02071 2.69767  0.13
H 2.95586 2.94943 2.42423  0.13
H 2.06555 2.17657 1.01286  0.12
H 0.94567 1.82264 3.02099  0.09
H 2.27159 1.27437 3.87079  0.08
H 1.59133 -0.35923 0.95897  0.14
H 3.90620 1.99899 -0.86572  0.08
H 3.16194 3.30477 -3.05859  0.11
H -0.05724 0.47838 -3.93462  0.10
H 0.43269 -0.99217 -1.80317  0.08
H 3.21403 -2.16629 -0.82963  0.13
O -2.07218 -1.51910 -4.32289  -0.31
S -3.13090 -1.53325 -5.30086  0.60
O -4.47577 -1.91057 -4.95777  -0.27
O -2.65523 -2.40259 -6.57798  -0.26
C -2.18983 -3.73466 -6.36113  -0.27
C -3.34091 -4.70033 -6.15101  -0.07
C -3.17850 0.03994 -6.11228  -0.12
H -1.48714 -3.76837 -5.52360  0.11
H -1.63723 -4.02571 -7.25749  0.12
H -3.85700 -4.49735 -5.20997  0.07
H -2.97905 -5.73058 -6.12279  0.08
H -4.07846 -4.60385 -6.95128  0.09
H -2.16934 0.30642 -6.42488  0.07
H -3.55712 0.77296 -5.40001  0.08
H -3.84716 -0.02586 -6.96977  0.08
O -0.89500 4.50460 4.58103  -0.29
S -2.03959 3.70753 4.94129  0.60
O -2.21803 2.36643 4.44654  -0.29
O -3.38444 4.55376 4.64829  -0.26
C -3.57735 5.09827 3.34240  -0.27
C -4.04688 4.04087 2.36094  -0.07
C -2.17941 3.67825 6.70607  -0.12
H -2.66658 5.58982 2.98890  0.12
H -4.34564 5.86952 3.43250  0.13
H -3.26272 3.30401 2.17257  0.07
H -4.31976 4.49578 1.40617  0.08
H -4.90971 3.50026 2.75724  0.09
H -2.10091 4.69739 7.08278  0.08
H -1.36426 3.06943 7.09684  0.08
H -3.13746 3.23567 6.97651  0.08

As for the LUMO energy: -2.80 eV. The strongest force on any atom is 4.997 eV Å⁻¹. Its HOMO-LUMO gap is 8.71 eV. The multiplicity is 1. As for the total charge: +1. As for the energy: -2712.684039 Eh.

Record 6
Below is a structure of composition C2H3N3O, with properties calculated with ωB97M-V with the def2-TZVPD basis set.

Last column: Löwdin charge in e.
CARTESIAN COORDINATES (ANGSTROEM)
O -0.02077 1.70576 -1.52608  0.06
C -0.02013 0.95514 -0.42703  -0.30
N -0.98835 0.34093 0.09178  -0.05
N -0.82526 -0.78624 0.71942  -0.02
C 1.11306 -0.90598 0.71042  -0.09
N 1.51067 -0.02676 -0.02818  0.09
H -0.53091 1.25568 -2.22426  0.13
H -1.59135 -0.84718 1.41174  0.09
H 1.35558 -1.78547 1.29763  0.08

As for the LUMO energy: 0.55 eV. The strongest force on any atom is 2.108 eV Å⁻¹. Its HOMO-LUMO gap is 9.37 eV. The multiplicity is 1. As for the total charge: 0. For the relative energy (zero: lowest compared OMol25 entry of this formula, charge and spin), the calculation gives 410.0 kJ/mol. As for the energy: -317.376142 Eh.

Q: The lowest energy belongs to which entry?
A: C32H53BrF3N3O11S3

Q: Which of these has the lowest energy?
A: C32H53BrF3N3O11S3